No. 1
C27H26Cl5HgIN2OS3 | ωB97M-V/def2-TZVPD

Structure (ORCA input):
```
! RIJCOSX wB97M-V def2-TZVPD def2/J DEFGRID3
* xyz -1 2
Hg 0.251 0.914 -0.195
C 4.474 2.383 0.618
C 4.226 1.772 1.992
S 2.531 2.027 2.599
C 2.242 0.361 3.243
C 2.162 -0.705 2.142
S 1.696 -1.214 -1.343
C 3.380 -0.769 -1.908
C 4.230 0.078 -0.966
S 3.510 1.725 -0.761
H 5.538 2.311 0.374
H 4.212 3.443 0.635
H 4.910 2.234 2.706
H 4.426 0.700 1.984
H 1.311 0.432 3.813
H 3.042 0.148 3.953
H 2.803 -1.553 2.404
H 2.531 -0.310 1.197
H 3.326 -0.277 -2.883
H 3.917 -1.708 -2.046
H 5.232 0.197 -1.389
H 4.317 -0.411 0.007
I -2.787 2.046 0.645
C -2.614 0.660 2.199
C -3.702 0.675 3.045
C -3.790 -0.216 4.114
C -2.767 -1.134 4.286
C -1.661 -1.162 3.449
C -0.658 -2.192 3.684
C 0.444 -2.261 2.951
C 0.757 -1.277 1.875
C -0.293 -0.242 1.581
C -1.484 -0.227 2.347
H -4.501 1.385 2.871
H -4.646 -0.194 4.777
H -2.817 -1.862 5.091
H -0.852 -2.914 4.473
H 1.171 -3.052 3.122
H 0.907 -1.826 0.940
Cl 1.027 1.214 -3.551
C 0.664 2.708 -2.745
C 0.510 2.718 -1.362
C 0.369 3.972 -0.776
Cl 0.369 4.109 0.964
C 0.295 5.156 -1.515
Cl 0.119 6.696 -0.741
C 0.375 5.097 -2.901
Cl 0.246 6.543 -3.842
C 0.583 3.866 -3.521
Cl 0.747 3.802 -5.243
N -1.561 0.236 -2.151
C -2.118 -0.782 -2.174
N -2.638 -2.007 -2.181
C -3.994 -2.287 -1.711
C -4.726 -3.034 -2.805
O -4.006 -4.199 -3.195
C -2.708 -3.881 -3.697
C -1.880 -3.167 -2.651
H -4.492 -1.353 -1.463
H -3.945 -2.909 -0.814
H -4.857 -2.373 -3.668
H -5.702 -3.368 -2.458
H -2.798 -3.246 -4.585
H -2.241 -4.823 -3.978
H -0.926 -2.833 -3.053
H -1.689 -3.838 -1.811
*
```

Values from the calculation:
orbital gap (alpha / beta) = 6.0 / 6.3 eV
⟨S²⟩ = 0.7954
E = -140841.6293 eV
LUMO energy (alpha / beta) = 2.34 / 2.16 eV

=====

No. 2
C5H6O | ωB97M-V/def2-TZVPD

Structure (ORCA input):
```
! RIJCOSX wB97M-V def2-TZVPD def2/J DEFGRID3
* xyz 0 1
C -1.343 0.869 0.096
C -0.974 -0.539 -0.305
O -1.781 -1.438 -0.358
C 0.488 -0.789 -0.696
C 1.452 -0.265 0.273
C 2.230 0.159 1.089
H -2.424 0.938 0.231
H -1.012 1.584 -0.666
H -0.832 1.136 1.028
H 0.656 -0.313 -1.672
H 0.613 -1.868 -0.829
H 2.927 0.526 1.810
*
```

Values from the calculation:
orbital gap = 10.5 eV
relative energy (zero: lowest compared OMol25 entry of this formula, charge and spin) = 1.535 eV
E = -7327.7492 eV
LUMO energy = 0.86 eV
SMILES = C#CCC(C)=O

=====

No. 3
C6H12CaO4 | ωB97M-V/def2-TZVPD

Structure (ORCA input):
```
! RIJCOSX wB97M-V def2-TZVPD def2/J DEFGRID3
* xyz 1 2
O 1.106 1.268 1.061
C 0.446 2.172 0.178
C -0.750 1.506 -0.481
O -1.453 0.762 0.529
C -2.696 0.223 0.082
Ca -0.087 -0.128 1.828
H 1.149 2.518 -0.593
H 0.112 3.033 0.774
H -0.446 0.807 -1.276
H -1.426 2.259 -0.909
H -3.182 -0.258 0.937
H -3.329 1.039 -0.288
H -2.520 -0.513 -0.715
C 0.205 -2.610 -0.095
O 0.799 -1.480 0.543
C 1.916 -0.923 -0.162
C 2.416 0.283 0.607
O 3.277 1.037 0.145
H -0.608 -2.966 0.549
H -0.205 -2.310 -1.069
H 0.964 -3.390 -0.233
H 1.591 -0.656 -1.186
H 2.718 -1.671 -0.227
*
```

Values from the calculation:
orbital gap (alpha / beta) = 5.7 / 8.5 eV
relative energy (zero: lowest compared OMol25 entry of this formula, charge and spin) = 0.146 eV
⟨S²⟩ = 0.7535
E = -33036.8013 eV
LUMO energy (alpha / beta) = -4.21 / -4.33 eV